1.
135
Properties=species:S:1:pos:R:3:forces:R:3 method="wB97M-V/def2-TZVPD" largest_force_ha_per_bohr=0.047 lumo_energy_ev=0.2 de_lowest_kcal_mol=0.0 e_tot_ev=-99181.002 homo_lumo_gap_ev=6.41
C -1.3715 -2.9779 -2.9064 0.6 0.2 -0.1
C -0.7066 -2.2639 -1.7235 -1.3 -0.3 -0.5
O -0.8428 -3.0950 -0.5751 0.5 -0.1 0.0
C -0.0528 -2.6420 0.5157 -0.1 0.2 -0.4
C -0.9551 -1.9516 1.5302 -0.1 -1.1 0.0
O -1.8347 -1.0299 0.8720 0.8 0.3 0.3
C -1.5486 0.2988 1.0732 -1.6 -0.6 -0.5
S -2.4029 1.2062 -0.2706 0.2 0.3 -0.2
Cl 0.1975 0.6715 0.8413 0.3 0.0 -0.1
O -1.9858 0.6008 2.3597 0.5 0.7 0.1
C -1.9619 1.9531 2.7556 -1.4 1.9 -0.2
O -2.9483 2.6511 2.6169 1.5 -1.7 0.1
C -0.7097 2.4619 3.4366 -0.5 -0.3 0.2
C -0.5019 3.9672 3.3159 0.8 0.3 0.1
C 0.4089 4.3944 2.1617 -0.2 -0.1 -0.2
C 1.8044 3.7687 2.1910 -0.1 0.3 -0.2
C -0.2709 4.2245 0.7971 0.6 0.5 0.3
C -1.2947 5.3327 0.4935 -1.4 0.6 -0.3
C -0.8599 6.0131 -0.7772 -0.8 -0.1 -0.6
C -1.2341 5.4215 -1.9715 0.1 0.5 0.4
C -2.6678 5.4033 -2.4434 0.4 -2.2 1.0
C -0.2613 4.7173 -2.8662 -0.3 1.6 -1.0
H -1.9724 -2.2966 -3.5021 0.0 0.1 0.0
H -2.0112 -3.7878 -2.5789 0.0 -0.2 0.1
H -0.5931 -3.3697 -3.5545 -0.1 -0.3 -0.2
H 0.3351 -2.0563 -1.9609 0.2 0.1 0.2
H -1.2550 -1.3379 -1.5563 0.3 0.3 0.2
H 0.4304 -3.5174 0.9465 0.0 0.0 0.3
H 0.7292 -1.9971 0.1198 0.1 0.2 0.2
H -1.5911 -2.7383 1.9329 -0.2 0.1 0.1
H -0.4201 -1.5295 2.3758 0.1 0.3 0.0
H -3.5858 0.5724 -0.1794 0.2 0.0 0.3
H 0.1632 1.8928 3.1480 0.1 -0.1 -0.2
H -0.8459 2.2313 4.4953 -0.2 -0.2 0.1
H -0.0197 4.2921 4.2384 0.0 0.1 0.1
H -1.4293 4.5281 3.2503 -0.3 -0.2 0.0
H 0.5608 5.4694 2.2710 0.0 0.1 0.0
H 2.2971 4.0096 1.2501 0.1 0.0 -0.1
H 2.4132 4.2223 2.9691 0.0 -0.2 0.3
H 1.8060 2.6854 2.2838 0.0 -0.1 0.1
H 0.5261 4.3136 0.0582 0.0 -0.1 -0.2
H -0.7048 3.2373 0.6678 -0.1 -0.1 0.0
H -1.4120 6.0356 1.3186 0.1 -0.1 0.3
H -2.2611 4.8482 0.3148 -0.1 0.1 0.1
H -0.2642 6.9175 -0.7298 1.6 -0.9 0.1
H -2.6732 5.9995 -3.3538 -0.1 0.3 0.0
H -3.3393 5.7787 -1.6777 -0.2 0.2 -0.1
H -2.9460 4.3857 -2.7409 -0.3 0.4 0.0
H 0.6366 5.3043 -3.0671 -0.1 -0.2 0.1
H -0.7492 4.4628 -3.8076 0.1 0.0 -0.2
H 0.0304 3.7801 -2.3949 0.1 0.0 0.2
C -3.4669 -4.5525 4.0694 0.1 0.2 -0.1
C -2.0551 -4.8980 4.2099 0.0 0.0 0.0
N -0.9473 -5.1807 4.3327 -0.1 0.0 0.0
H -3.9933 -5.3462 3.5437 0.0 0.0 0.0
H -3.9046 -4.4291 5.0565 0.0 0.0 -0.1
H -3.5724 -3.6253 3.5075 0.0 0.0 -0.1
C 3.3914 2.5230 -1.9901 -0.1 0.1 0.0
C 3.0050 3.8092 -2.5642 0.1 0.1 -0.1
N 2.6990 4.8168 -3.0233 0.6 -0.2 0.1
H 2.6681 2.2299 -1.2301 0.0 0.0 0.0
H 3.4202 1.7628 -2.7689 0.0 0.0 0.0
H 4.3766 2.6039 -1.5351 0.0 0.0 0.0
C 3.9071 -1.7037 1.5019 0.0 0.1 -0.3
C 3.7905 -1.9535 0.0678 0.0 0.0 -0.1
N 3.6832 -2.1525 -1.0596 -0.1 0.0 0.1
H 3.1755 -0.9599 1.8113 -0.1 -0.1 0.0
H 3.7238 -2.6216 2.0490 0.0 0.0 0.0
H 4.9075 -1.3453 1.7319 0.0 0.0 0.0
C 7.2302 -2.0637 -2.2564 0.0 -0.1 0.0
C 7.0243 -2.2674 -0.8304 -0.1 0.0 0.0
N 6.8207 -2.4237 0.2898 0.2 0.0 0.0
H 7.3890 -3.0240 -2.7439 0.0 0.0 0.0
H 6.3492 -1.5911 -2.6876 0.0 0.0 0.0
H 8.0959 -1.4276 -2.4251 0.0 0.0 0.0
C -4.1046 -3.6334 -0.6127 -0.1 0.1 0.2
C -5.0735 -4.0480 0.3979 -0.1 -0.1 0.0
N -5.8263 -4.3948 1.1942 0.1 0.0 -0.1
H -4.5736 -2.9562 -1.3241 0.0 0.0 0.0
H -3.2665 -3.1281 -0.1351 0.1 0.0 -0.1
H -3.7322 -4.5063 -1.1442 0.0 0.0 0.0
C -2.2248 -7.1558 7.7181 0.0 0.0 0.0
C -3.3368 -6.3689 7.1970 -0.1 0.1 0.0
N -4.2060 -5.7412 6.7854 0.1 -0.2 0.3
H -2.4122 -8.2139 7.5491 0.0 0.0 0.0
H -1.3063 -6.8685 7.2098 0.0 0.0 0.0
H -2.1167 -6.9774 8.7858 0.0 0.0 0.0
C 3.0720 -3.8200 -4.5153 0.0 0.0 0.0
C 3.9942 -2.6906 -4.5243 0.1 0.0 0.0
N 4.7282 -1.8076 -4.5323 -0.1 -0.1 0.0
H 3.6340 -4.7520 -4.4827 0.0 0.0 0.0
H 2.4323 -3.7596 -3.6368 0.0 0.0 0.0
H 2.4560 -3.8006 -5.4122 0.0 0.0 0.0
C -6.2497 3.3239 -4.0276 0.2 0.0 0.0
C -4.8079 3.1563 -4.1814 0.1 -0.2 -0.1
N -3.6729 3.0243 -4.3020 -0.3 -0.2 -0.2
H -6.7728 2.5370 -4.5670 0.0 0.0 0.0
H -6.5183 3.2732 -2.9743 0.0 0.0 0.0
H -6.5547 4.2877 -4.4234 0.0 -0.1 0.1
C -3.1308 9.2501 1.7290 0.1 0.0 0.0
C -1.7091 8.9215 1.7315 0.1 0.0 0.0
N -0.5905 8.6629 1.7249 -0.1 0.0 0.0
H -3.6849 8.4721 1.2076 0.0 0.0 0.0
H -3.4939 9.3238 2.7518 0.0 0.0 0.0
H -3.2880 10.2008 1.2242 0.0 0.0 0.0
C 5.4909 -5.8853 -0.1911 0.0 0.0 -0.1
C 5.3386 -6.0887 -1.6290 0.0 0.0 -0.1
N 5.2200 -6.2402 -2.7614 0.0 0.0 0.1
H 4.8005 -5.1119 0.1400 0.0 0.0 0.0
H 5.2771 -6.8104 0.3407 0.0 0.0 0.0
H 6.5077 -5.5689 0.0315 0.0 0.0 0.0
C -6.9595 6.9325 -6.7249 0.0 0.0 0.1
C -7.7138 6.2321 -5.6897 -0.1 0.0 0.1
N -8.3046 5.6806 -4.8730 0.0 0.2 -0.2
H -7.6051 7.6486 -7.2285 0.0 0.0 0.0
H -6.1213 7.4606 -6.2754 0.0 0.0 0.0
H -6.5822 6.2174 -7.4528 0.0 0.0 0.0
C -4.3514 -7.9280 0.0054 0.0 0.0 0.0
C -4.5691 -8.1946 -1.4134 0.0 0.0 -0.1
N -4.7397 -8.3995 -2.5304 0.0 0.0 0.1
H -5.0413 -7.1571 0.3465 0.0 0.0 0.0
H -4.5167 -8.8349 0.5829 0.0 0.0 0.0
H -3.3298 -7.5874 0.1633 0.0 0.0 0.0
C 9.9686 1.6775 -1.1002 0.0 0.0 -0.1
C 9.2792 1.1596 -2.2783 0.0 0.0 -0.1
N 8.7367 0.7534 -3.2059 0.1 0.1 0.2
H 9.9224 0.9462 -0.2958 0.0 0.0 0.0
H 11.0100 1.8779 -1.3420 0.0 0.0 0.0
H 9.4940 2.5997 -0.7724 0.0 0.0 0.0
C 4.1998 -4.2233 5.3537 0.0 0.1 0.0
C 3.4789 -3.0800 4.8039 -0.1 0.1 0.0
N 2.9078 -2.1824 4.3716 0.1 -0.1 0.1
H 3.5012 -4.8899 5.8547 0.0 0.0 0.0
H 4.6985 -4.7644 4.5522 0.0 0.0 0.0
H 4.9438 -3.8796 6.0690 0.0 0.0 0.0



2.
8
Properties=species:S:1:pos:R:3:forces:R:3 method="wB97M-V/def2-TZVPD" largest_force_ha_per_bohr=0.080 lumo_energy_ev=-0.3 smiles=[PH2]#[PH]NI de_lowest_kcal_mol=28.9 e_tot_ev=-28230.630 homo_lumo_gap_ev=8.28
P 0.6455 -0.3097 0.7368 1.0 1.8 0.6
P -0.4647 0.0411 -1.0659 -4.0 0.9 0.2
N -1.8727 1.4715 -0.4094 2.7 -1.7 -1.3
I -3.6159 1.2162 -1.4574 0.2 -0.1 0.4
H 0.0436 -1.5053 0.7949 -1.1 -1.6 0.5
H 1.6064 -0.9570 -0.0327 0.8 0.0 -0.3
H 0.1349 1.0219 -1.7878 1.2 1.0 -0.2
H -1.9567 1.2842 0.5824 -0.6 -0.3 0.1



3.
154
Properties=species:S:1:pos:R:3:forces:R:3 method="wB97M-V/def2-TZVPD" largest_force_ha_per_bohr=0.042 lumo_energy_ev=-1.8 smiles="O=C1C=C(O)C(=O)C=C1O.O=C1C=C(O)C(=O)C=C1O.C[N+](=O)[O-].COC[C@H](C)N.COC[C@H](C)N.COC[C@H](C)N.COC[C@H](C)N.COC[C@H](C)N.COC[C@H](C)N.COC[C@H](C)N" de_lowest_kcal_mol=28.4 e_tot_ev=-90663.341 homo_lumo_gap_ev=7.21
O 1.4313 -2.1006 -2.2563 0.7 0.1 0.3
C 1.1600 -1.1606 -1.5350 -1.9 0.6 -0.6
C 0.0136 -0.2802 -1.7885 0.1 0.1 0.2
C -0.2952 0.7222 -0.9495 -1.1 0.7 0.4
O -1.4222 1.4195 -1.1375 0.4 0.1 -0.2
C 0.5204 1.0721 0.2775 0.8 -1.7 -0.5
O 0.3872 2.0831 0.9268 -0.5 0.2 -0.2
C 1.5396 0.0513 0.5956 -0.1 1.3 0.3
C 1.8853 -0.9099 -0.2690 1.3 -0.4 0.6
O 2.9403 -1.7235 -0.0620 -0.5 0.6 -0.5
H -0.7148 -0.4641 -2.5678 0.3 -0.3 -0.3
H -1.6790 1.9601 -0.3462 0.0 -0.3 0.4
H 2.1183 0.3635 1.4570 0.3 -0.6 0.0
H 3.0331 -2.2740 -0.8669 -0.1 -0.4 0.4
O 3.0163 6.1120 -1.9231 -0.5 0.0 -0.4
C 3.3051 5.1755 -1.2179 1.1 0.0 0.9
C 3.7206 5.3242 0.1914 -0.5 0.3 -0.2
C 4.0187 4.2749 0.9498 0.8 -1.1 1.4
O 4.5520 4.4300 2.1652 -0.1 0.4 0.3
C 3.9585 2.8654 0.4428 0.1 0.2 -0.7
O 4.1362 1.8898 1.1384 0.0 0.3 0.2
C 3.7224 2.7481 -0.9929 -0.2 -0.8 -0.6
C 3.4196 3.7757 -1.7877 -0.8 0.4 0.4
O 3.1383 3.6306 -3.0947 0.1 -0.7 -0.1
H 3.8080 6.2781 0.6964 -0.1 0.3 -0.5
H 4.4109 3.6985 2.8289 -0.6 0.2 -1.2
H 3.7334 1.7321 -1.3736 0.0 0.1 -0.1
H 2.3721 4.1507 -3.3620 0.3 0.6 0.1
C -1.2797 3.2293 -3.8145 0.8 1.0 -0.8
N -2.6010 2.5957 -3.9979 0.2 -0.8 0.4
O -2.6364 1.5332 -4.5773 0.1 -0.2 -0.2
O -3.5713 3.1657 -3.5523 0.0 0.3 0.1
H -0.7714 3.0401 -2.8741 -0.8 -0.3 0.4
H -1.4713 4.2924 -3.9459 0.2 0.0 0.2
H -0.5911 2.8857 -4.5834 -0.3 -0.1 -0.2
C 5.9773 -4.1706 4.8324 -0.3 0.6 0.0
O 5.2140 -3.0357 5.2004 0.2 0.4 0.1
C 3.9133 -2.9923 4.6781 -0.4 -1.1 -0.3
C 3.8548 -2.6710 3.1842 -0.3 1.5 -0.3
C 4.5344 -1.3050 2.8876 0.2 -1.4 -0.3
N 2.4535 -2.6088 2.7628 -0.5 -0.5 0.7
H 6.1847 -4.1965 3.7571 -0.1 -0.1 0.0
H 5.4290 -5.0682 5.1335 0.3 -0.2 0.0
H 6.9264 -4.0344 5.3464 0.0 -0.4 0.1
H 3.4083 -3.9620 4.8104 0.1 -0.1 0.1
H 3.3357 -2.3053 5.2999 0.1 0.4 -0.3
H 4.2757 -3.4755 2.5794 0.4 0.0 0.3
H 5.5516 -1.2485 3.2780 -0.1 0.1 0.2
H 3.8770 -0.5434 3.2944 0.2 0.4 0.1
H 4.5999 -1.2142 1.8053 -0.1 0.4 0.0
H 2.3206 -2.3684 1.7876 0.3 0.0 0.3
H 1.9551 -1.9455 3.3461 -0.1 0.0 -0.2
C -4.8974 3.1430 -0.9450 -0.7 -0.4 -1.7
O -5.5497 3.5749 0.2183 0.1 -0.7 1.0
C -6.2272 4.7866 0.0715 -0.2 1.4 -0.7
C -5.2714 5.9636 -0.1927 0.0 1.6 0.9
C -4.7866 6.5545 1.1497 1.0 -1.0 0.4
N -5.9195 7.0541 -0.9233 -0.9 -1.0 -0.8
H -3.8362 3.3757 -1.0183 0.0 0.5 0.1
H -5.4327 3.4993 -1.8307 0.3 0.5 0.0
H -4.9592 2.0665 -1.1432 -0.2 -0.2 0.9
H -7.0218 4.7147 -0.6813 0.3 -0.1 -0.4
H -6.7724 5.1024 0.9648 0.2 -0.8 0.4
H -4.3877 5.6781 -0.7648 -0.1 -0.3 0.0
H -5.5547 6.9347 1.8255 -0.4 0.2 -0.5
H -4.0457 7.3244 0.9339 -0.1 0.2 0.2
H -4.2869 5.8048 1.7830 0.2 -0.1 -0.3
H -6.8317 7.2684 -0.5467 0.1 0.2 0.1
H -5.3852 7.8938 -1.0604 0.2 0.0 0.3
C 4.7841 2.4296 4.7490 -0.8 -0.6 -0.1
O 3.6243 2.7795 3.9720 0.8 -0.4 0.8
C 2.4486 2.2235 4.5449 -0.1 1.3 0.2
C 1.2516 2.9444 3.9573 -0.8 -0.2 0.5
C 1.0776 4.3549 4.5249 0.7 0.0 -0.7
N 0.0738 2.0893 4.2725 0.5 0.3 -0.7
H 4.5916 2.6858 5.7924 0.3 0.2 0.0
H 5.6750 2.9184 4.3628 -0.1 0.2 -0.1
H 4.9190 1.3489 4.6806 0.2 -0.1 0.1
H 2.3547 1.1428 4.4563 0.3 -0.1 -0.3
H 2.4371 2.4818 5.6125 0.1 -0.3 0.1
H 1.3573 3.0321 2.8753 0.1 -0.2 0.0
H 0.9725 4.3471 5.6102 -0.1 0.0 0.0
H 0.2486 4.8799 4.0483 -0.2 -0.2 0.2
H 1.9598 4.9349 4.2394 0.1 0.0 0.3
H -0.3092 1.8575 3.3618 -0.3 -0.2 0.3
H -0.6150 2.6210 4.7887 -0.1 0.0 -0.1
C -3.8833 -0.5102 0.6002 0.3 1.1 -0.4
O -3.9336 -0.3583 2.0047 -0.2 -0.4 0.3
C -2.8079 0.3195 2.5082 0.3 -0.1 0.6
C -2.9147 1.8375 2.5507 -0.7 0.5 -0.1
C -4.2102 2.3857 3.1821 -0.3 -0.7 0.6
N -2.7325 2.4416 1.2020 0.5 0.2 0.4
H -4.7336 -1.0625 0.2173 -0.1 -0.3 0.3
H -2.9411 -0.9579 0.2624 0.0 -0.3 0.1
H -3.9079 0.4850 0.1402 -0.1 -0.2 -0.2
H -2.5866 0.0332 3.5411 -0.6 -0.4 0.1
H -1.9295 -0.0548 1.9705 0.2 0.5 -0.3
H -2.1924 2.1905 3.2883 0.6 0.0 -0.8
H -5.0830 1.7995 2.8913 0.0 0.2 -0.2
H -4.3659 3.4406 2.9638 0.1 0.0 -0.4
H -4.1737 2.3473 4.2762 0.1 -0.3 0.0
H -3.6676 2.5690 0.8198 0.2 0.1 0.2
H -2.3674 3.3741 1.3822 -0.2 0.1 -0.3
C 0.8818 0.3369 -6.8247 1.0 0.1 -0.9
O 0.5409 -1.0159 -6.9622 -0.6 0.3 1.0
C 1.1397 -1.8696 -5.9861 0.1 -0.2 -1.3
C 0.2123 -3.0162 -5.6286 0.1 -0.8 0.1
C -1.1479 -2.5802 -5.0433 1.0 0.5 0.4
N 0.9094 -3.9053 -4.6847 -0.2 0.2 0.8
H 0.6934 0.7849 -5.8452 -0.4 -0.2 0.0
H 0.4063 0.8717 -7.6467 -0.4 0.1 0.3
H 1.9556 0.4874 -7.0264 0.1 -0.1 0.2
H 2.0365 -2.2320 -6.5050 0.2 -0.4 0.5
H 1.4744 -1.3946 -5.0570 -0.3 0.5 -0.1
H 0.0106 -3.6674 -6.4805 0.1 0.4 -0.4
H -1.9432 -2.5528 -5.7813 0.0 -0.2 0.0
H -1.0747 -1.5748 -4.6169 0.0 0.1 -0.1
H -1.3626 -3.2227 -4.1922 -0.3 -0.3 -0.3
H 1.8084 -4.2393 -5.0101 -0.1 0.1 -0.4
H 1.1032 -3.3880 -3.8281 -0.1 -0.1 -0.1
C -4.1714 -1.1568 -3.6349 1.1 -0.3 -0.5
O -4.6591 -2.2156 -2.8458 -0.8 0.4 0.2
C -3.6938 -3.2138 -2.5850 0.4 0.2 -0.3
C -4.1944 -4.1051 -1.4800 0.0 0.7 1.0
C -3.1241 -5.0284 -0.8887 -0.4 -0.7 -1.8
N -5.3809 -4.8433 -1.9403 0.5 -0.4 0.5
H -3.9148 -1.5426 -4.6255 -0.1 0.2 -0.2
H -3.2356 -0.7423 -3.2348 0.1 -0.2 0.2
H -4.8162 -0.2879 -3.7373 -0.6 -0.4 0.2
H -3.4856 -3.8464 -3.4596 -0.2 0.2 -0.2
H -2.7609 -2.6774 -2.3578 0.1 -0.4 0.4
H -4.4679 -3.4607 -0.6368 -0.1 0.4 -0.1
H -3.5761 -5.6439 -0.1136 0.3 0.2 0.3
H -2.1980 -4.5307 -0.6127 -0.3 0.3 0.5
H -2.8311 -5.7208 -1.6883 0.0 -0.1 0.1
H -5.7242 -5.3317 -1.1173 -0.2 -0.2 -0.2
H -6.1238 -4.2065 -2.2041 0.2 0.2 -0.1
C 3.2925 -4.9458 -2.1246 0.5 -1.4 0.5
O 3.0773 -4.5042 -0.7974 -0.4 1.2 -0.6
C 3.6182 -5.2721 0.2649 -0.5 0.4 0.0
C 2.4828 -5.7199 1.1780 0.5 -1.8 0.7
C 3.1084 -6.4992 2.3502 -0.5 0.8 1.0
N 1.5616 -6.6569 0.4982 0.0 1.0 -1.5
H 2.8533 -5.9477 -2.2089 0.2 -0.1 -0.3
H 4.3700 -5.0131 -2.3072 0.0 0.0 -0.2
H 2.8237 -4.3538 -2.9050 -0.1 0.6 0.6
H 4.1732 -6.1455 -0.0969 -0.2 -0.1 -0.1
H 4.3399 -4.6638 0.8167 0.0 0.1 0.0
H 1.8577 -4.9337 1.5976 0.4 0.4 -0.2
H 3.9759 -5.9644 2.7533 0.3 -0.4 -0.3
H 3.2835 -7.5551 2.1537 0.4 0.1 -0.4
H 2.4267 -6.4962 3.2064 -0.2 0.0 -0.2
H 0.9890 -6.0520 -0.1031 -0.4 -0.2 0.5
H 2.1069 -7.0765 -0.2619 0.0 -0.6 0.5